(1)
Computed, not measured: C24H20ClGeN2OS2Ti as an isolated structure, with wB97M-V/def2-TZVPD.

Summary:
HOMO level	-5.012	eV
frontier orbital gap	6.977	eV
E	-144064.491	eV
lowest unoccupied orbital energy	2.0	eV
total charge	-1

Geometry as XYZ:
```
52
Properties=species:S:1:pos:R:3:forces:R:3
Ti 1.4524 2.3352 -1.0417 -0.9289 -2.4101 -0.2903
S -0.7727 2.9390 -1.9270 0.5133 0.8295 0.9831
C -0.6451 4.1966 -0.6751 2.2726 0.3270 -0.7050
C -1.8310 4.6174 -0.0386 -2.8620 -0.2364 1.2389
N -2.8771 4.7574 0.4625 1.8753 0.1381 -0.8556
C 0.5468 4.8254 -0.2999 -0.0279 0.2789 -0.1168
S 2.1981 4.5048 -0.9617 -0.7771 1.0898 0.3514
C 0.5489 5.9151 0.6852 -0.1202 0.2052 0.7701
N 0.5983 6.7518 1.4970 -0.0856 -1.2851 -1.3926
C 2.3604 2.3981 2.0931 0.3142 -0.0608 -0.6132
C 2.4699 1.9122 0.6607 -0.8106 -0.4577 0.5762
O 3.1972 1.0291 0.2068 -0.2683 1.1342 0.3358
H 3.3522 2.6724 2.4470 0.1184 -0.2551 0.3502
H 1.8873 1.6021 2.6838 0.2893 0.1731 0.0176
H 1.7440 3.3015 2.1157 -0.0304 -0.2154 0.0275
C -1.1172 1.4301 1.4633 -0.4221 -0.2725 -0.1310
Ge -0.1490 0.3995 0.0510 -0.9596 0.6986 -0.1728
C -1.8042 -0.3080 -0.8935 0.7081 -0.1796 0.1176
C -2.8489 -0.7738 -0.0899 0.9899 0.4348 -0.2199
C -4.0157 -1.2172 -0.6530 -0.3821 -0.0998 -0.2707
C -4.1807 -1.3486 -2.0311 0.0458 0.2164 -0.0415
C -3.1150 -1.0039 -2.8373 1.0709 1.0709 -0.5276
C -1.9479 -0.4334 -2.2584 -0.8832 -0.8280 -0.3277
C 0.2964 -1.2234 1.0574 0.8951 -1.2408 1.0536
C 0.1128 -1.2429 2.4443 -0.0474 -0.2429 -0.2824
C 0.3485 -2.4425 3.1870 0.1109 -0.4056 -0.9381
C 0.8080 -3.6059 2.6015 -0.6660 0.8705 0.0042
C 0.9464 -3.6918 1.1910 0.0848 2.1354 -0.0067
C 1.4003 -4.8425 0.5460 1.3833 -0.9159 -0.1296
C 1.7883 -4.8472 -0.7769 -0.4479 -0.8343 0.6647
C 1.4565 -3.7260 -1.5431 0.3679 -0.1962 -0.8298
C 1.0698 -2.5559 -0.9617 -0.7705 -0.2773 0.8391
C 0.7816 -2.4596 0.4319 -0.1866 -0.3344 0.3544
H -1.6807 0.7699 2.1333 0.1541 0.1787 -0.0595
H -1.8379 2.1337 1.0525 -0.0149 -0.0275 -0.2685
H -0.4161 2.0090 2.0304 0.3802 0.3107 0.5948
H -2.6407 -0.7600 0.9681 -0.6176 -0.0455 0.3185
H -4.8560 -1.4130 -0.0365 -0.6160 -0.4292 0.6360
H -5.1501 -1.6637 -2.4242 0.3945 -0.0019 -0.0051
H -3.1242 -1.0037 -3.9412 -0.3504 -0.3476 0.6541
H -1.1282 -0.1688 -2.8974 0.2439 0.2529 -0.3863
H -0.2225 -0.3424 3.0207 0.2893 -0.9726 -0.7799
H 0.0681 -2.5141 4.2169 0.2457 0.3690 0.6622
H 1.0824 -4.4314 3.2415 -0.2354 -0.3360 -0.0649
H 1.6037 -5.7216 1.1633 -0.0532 0.1974 -0.1061
H 2.3354 -5.7197 -1.1925 -0.7915 0.6099 0.1454
H 1.4582 -3.8259 -2.6313 0.4922 0.3620 0.2402
H 0.9331 -1.7220 -1.6026 -0.3263 0.6780 -0.2314
Cl 1.9347 -0.3153 -3.3453 0.0248 1.2523 0.4055
C 2.2705 1.3784 -2.6493 0.2816 -0.9317 -1.3734
H 1.9487 2.0895 -3.4324 0.4310 -0.3032 -0.0569
H 3.3620 1.3558 -2.5104 -0.2953 0.3297 -0.1579
```
Forces are in eV/Å.

Löwdin population analysis, charges in e, atoms 1 to 5: 0.330, 0.645, -0.711, -0.287, 0.178

---

(2)
Computed, not measured: C24H20ClMnN3O3 as an isolated structure, with wB97M-V/def2-TZVPD.

Summary:
multiplicity	5
HOMO level (spin up / spin down)	-2.841 / -2.865	eV
frontier orbital gap (spin up / spin down)	4.807 / 4.490	eV
energy above the lowest of the compared OMol25 structures with the same formula, charge and spin	13.9	kcal per mole
E	-79669.112	eV
lowest unoccupied orbital energy (spin up / spin down)	2.0 / 1.6	eV
⟨S²⟩	6.098
total charge	-1

Geometry as XYZ:
```
52
Properties=species:S:1:pos:R:3:forces:R:3
Mn -0.2587 0.2782 -0.0567 1.1210 -1.7973 -0.1974
N 0.5359 -1.4532 1.4995 -0.1053 0.2493 -0.0686
C 1.5672 -2.0854 0.6525 0.0780 0.1160 -0.0539
C 2.3820 -0.9866 -0.0409 -0.2038 -0.2457 0.1645
O 3.6136 -1.0280 -0.0394 -0.0577 -0.0027 -0.0539
N 1.5967 -0.0370 -0.5512 0.4062 0.5116 -0.1409
C 2.2008 1.2549 -0.8451 -0.2587 0.0698 0.3695
C 1.6040 2.2824 0.1549 0.9518 0.0945 -0.6582
O 2.1419 3.3597 0.3452 -0.3315 -0.2448 0.1001
O 0.4969 1.8706 0.6977 -0.3771 0.5240 0.4725
H 0.9780 -0.9928 2.2874 0.0256 -0.0363 0.0567
H -0.1026 -2.1506 1.8588 -0.0955 0.0153 -0.0222
H 1.0581 -2.6834 -0.1038 -0.0351 -0.0137 -0.0017
H 2.2552 -2.7127 1.2207 0.0026 -0.0195 -0.0334
H 1.9342 1.5931 -1.8528 0.0822 -0.0064 -0.0079
H 3.2845 1.2238 -0.7574 0.0210 0.0282 -0.0111
Cl -4.6455 2.5363 2.6409 0.0062 -0.0176 0.0442
C -3.7934 2.2779 1.1552 -0.2448 0.1183 -0.0327
C -4.1986 2.9255 -0.0008 0.3276 -0.2426 -0.1315
C -3.4753 2.6550 -1.1545 -0.3440 0.2270 0.1511
C -2.4065 1.7885 -1.1047 0.2436 -0.3209 -0.0553
N -2.0111 1.1750 0.0256 -1.4570 1.1150 0.0804
C -2.7130 1.4230 1.1395 0.3287 -0.2411 -0.0436
H -5.0399 3.6028 -0.0002 -0.0149 0.0030 0.0407
H -3.7435 3.1229 -2.0911 0.0330 -0.0586 -0.0279
H -1.8507 1.5408 -1.9999 0.0419 0.0023 0.0430
H -2.3993 0.9128 2.0400 0.0352 0.0624 0.0314
C -1.0515 -1.0670 -1.1420 -0.0662 0.2106 -0.0436
C -1.6293 -1.7384 -2.0090 -0.1653 -0.1958 -0.0108
C -2.3209 -2.4702 -2.9625 0.1288 0.1731 0.1617
C -1.9363 -3.8528 -3.1980 0.0236 0.0132 -0.0858
C -2.8021 -4.7979 -3.7811 0.0396 0.0167 0.0691
C -2.4095 -6.1112 -3.9769 0.0052 0.0202 0.0016
C -1.1458 -6.5404 -3.5951 0.0367 -0.1388 -0.0243
C -0.2838 -5.6318 -2.9900 -0.0315 -0.0209 -0.0047
C -0.6687 -4.3203 -2.7919 -0.1092 0.0332 -0.0695
C -3.4027 -1.7814 -3.6530 0.0776 -0.0841 0.1095
C -4.0637 -0.7021 -3.0317 -0.0392 0.0321 -0.0608
C -5.0809 -0.0135 -3.6669 0.0150 -0.0114 -0.0511
C -5.4813 -0.3660 -4.9508 -0.0997 0.0985 -0.0362
C -4.8246 -1.4082 -5.5929 0.0010 -0.0143 0.0193
C -3.8039 -2.0998 -4.9635 -0.0481 0.0434 -0.0297
H -3.8071 -4.4992 -4.0474 0.0052 -0.0132 -0.0349
H -3.1038 -6.8127 -4.4261 -0.0093 0.0036 0.0000
H -0.8398 -7.5661 -3.7618 0.0024 0.0063 0.0157
H 0.7037 -5.9522 -2.6783 0.0080 0.0159 0.0080
H 0.0082 -3.6152 -2.3283 0.0548 0.0176 0.0069
H -3.7657 -0.4250 -2.0279 -0.0146 -0.0626 0.0151
H -5.5775 0.8027 -3.1529 -0.0058 0.0071 0.0226
H -6.2850 0.1660 -5.4453 0.0082 0.0040 0.0048
H -5.1097 -1.6754 -6.6044 0.0332 -0.0198 -0.0054
H -3.2762 -2.8761 -5.5016 -0.0296 -0.0238 0.0086
```
Forces are in eV/Å.

Löwdin population analysis, charges in e, atoms 1 to 5: 0.808, -0.011, -0.167, -0.551, -0.001

---

(3)
Computed, not measured: C24H20FN2O4PPb as an isolated structure, with wB97M-V/def2-TZVPD.

Summary:
HOMO level	-8.715	eV
frontier orbital gap	8.823	eV
E	-53640.260	eV
lowest unoccupied orbital energy	0.1	eV
total charge	0

Geometry as XYZ:
```
53
Properties=species:S:1:pos:R:3:forces:R:3
Pb -0.3043 0.2196 -1.3801 -0.2297 -0.2013 0.2708
C -3.2440 -2.9141 -1.6511 0.0304 -0.0274 0.0797
C -2.4415 -2.7307 -0.4136 -0.0215 -0.0110 0.0368
N -1.6419 -1.7160 -0.1504 -0.0620 -0.0859 -0.3398
C -1.1631 -1.9083 1.1161 -0.1054 -0.2025 0.1734
C -1.6805 -3.0663 1.6319 0.1430 0.1611 -0.0658
N -2.4831 -3.5680 0.6432 0.0067 -0.0483 0.0603
C -1.5273 -3.8200 2.9025 -0.0746 0.0497 -0.0901
O -0.7681 -3.2732 3.8169 0.0210 -0.1224 0.2468
O -2.0971 -4.8793 3.0328 -0.0147 -0.0196 -0.0203
C -0.2847 -0.8852 1.7336 -0.0253 0.1004 -0.0001
O 0.0629 -1.0015 2.9150 0.0345 0.0195 -0.0836
O 0.0061 0.0914 0.9708 0.1192 0.0050 -0.2932
H -2.8425 -2.2744 -2.4325 -0.0172 -0.0519 -0.0581
H -4.2843 -2.6369 -1.4730 0.0049 0.0134 -0.0225
H -3.2222 -3.9522 -1.9802 0.0254 0.0202 -0.0688
H -2.9875 -4.4356 0.7512 -0.0208 0.0054 -0.0451
H -0.4108 -2.3740 3.5311 0.0228 0.0799 -0.0822
C 4.4624 5.1814 -1.8159 -0.0047 0.0185 -0.0405
C 3.8656 4.2670 -2.6671 0.0605 0.0385 -0.0586
C 3.0201 3.2900 -2.1551 -0.0977 -0.0853 0.0492
C 2.7631 3.2290 -0.7916 -0.1599 -0.1356 -0.0903
C 3.3761 4.1484 0.0601 0.0221 0.0086 -0.0810
C 4.2189 5.1202 -0.4486 -0.0151 -0.0231 0.0520
P 1.6088 1.9729 -0.0821 0.8529 0.7345 0.0592
C 2.7824 1.1951 1.0747 -0.3463 -0.0534 0.0637
C 2.9575 1.5726 2.4000 0.0070 -0.0676 -0.0081
C 3.9022 0.9246 3.1813 0.0249 0.0753 0.0701
C 4.6841 -0.0859 2.6436 -0.0460 -0.0296 0.0103
C 4.5073 -0.4653 1.3209 0.0736 -0.0028 -0.0440
C 3.5550 0.1675 0.5383 -0.1142 -0.0207 0.0171
C 0.4641 3.1272 0.7649 -0.0364 -0.1846 0.0296
C 0.0231 4.2094 -0.0023 0.0126 -0.0509 0.0029
C -0.9554 5.0658 0.4738 -0.0123 -0.0253 0.0171
C -1.5103 4.8499 1.7272 -0.0538 0.0197 -0.0426
C -1.0774 3.7817 2.4963 -0.0118 0.0134 0.0778
C -0.1004 2.9179 2.0212 -0.0096 -0.0597 -0.0380
H 5.1174 5.9452 -2.2148 0.0049 -0.0053 -0.0023
H 4.0567 4.3162 -3.7314 -0.0050 -0.0295 0.0020
H 2.5567 2.5700 -2.8203 0.0061 0.0132 -0.0206
H 3.1862 4.0989 1.1249 0.0067 0.0401 0.0219
H 4.6845 5.8331 0.2197 0.0103 -0.0061 -0.0056
H 2.3507 2.3538 2.8366 0.0266 0.0359 -0.0079
H 4.0210 1.2120 4.2182 0.0208 -0.0106 -0.0015
H 5.4152 -0.5913 3.2611 0.0114 0.0069 -0.0098
H 5.1097 -1.2590 0.8983 -0.0247 -0.0141 0.0006
H 3.3860 -0.1515 -0.4851 0.0404 -0.0206 -0.0031
H 0.4506 4.3773 -0.9838 -0.0044 0.0591 0.0020
H -1.2887 5.8967 -0.1343 0.0059 -0.0051 -0.0116
H -2.2937 5.5023 2.0906 0.0406 0.0252 0.0432
H -1.5119 3.6089 3.4727 0.0119 -0.0133 -0.0020
H 0.1969 2.0689 2.6198 -0.0214 -0.0692 -0.0307
F 1.1115 -1.1337 -2.1068 -0.1125 0.1390 0.2816
```
Forces are in eV/Å.

Löwdin population analysis, charges in e, atoms 1 to 5: 1.250, 0.007, -0.344, 0.056, -0.132

---

(4)
Computed, not measured: a 2-piece molecular cluster, C24H20N2O4 overall, with wB97M-V/def2-TZVPD.

Summary:
HOMO level	-6.611	eV
frontier orbital gap	3.895	eV
energy above the lowest of the compared OMol25 structures with the same formula, charge and spin	166.1	kcal per mole
E	-36376.327	eV
lowest unoccupied orbital energy	-2.7	eV
total charge	0

Geometry as XYZ:
```
50
Properties=species:S:1:pos:R:3:forces:R:3
C -0.5630 1.3581 2.2544 0.4840 0.3271 0.5087
N 0.3992 2.3097 2.4618 0.3741 0.9084 0.0450
O 1.6377 2.0054 2.4689 -0.6400 -0.3788 -0.2753
O 0.0762 3.5236 2.6534 1.4072 -1.3745 -0.2676
C -1.9106 1.6911 2.6068 -0.9506 0.2148 0.4913
C -2.3865 3.0297 2.6777 -0.8317 -0.1118 0.2403
C -3.7129 3.3113 2.9862 0.3099 -0.3456 -0.1435
C -4.6197 2.2781 3.2504 0.2676 -0.1595 -0.1569
C -6.0142 2.5878 3.3827 -2.1334 0.4027 0.1690
N -7.1517 2.8608 3.4334 2.2150 -0.5583 -0.0342
C -4.1454 0.9515 3.3049 -0.0076 0.1078 -0.1559
C -2.8165 0.6697 3.0150 0.1568 0.2224 -0.2679
H -0.2328 0.3137 2.1973 -0.0110 0.6671 0.4241
H -1.6820 3.8380 2.5636 -0.5239 -0.1950 -0.2867
H -4.0350 4.3524 3.0036 -0.0317 -0.2982 0.0107
H -4.8404 0.1528 3.5660 0.2251 0.1815 -0.0198
H -2.4133 -0.3424 3.1402 -0.3473 0.2795 -0.1595
C -2.8833 -3.2553 -5.0043 -0.0318 0.3684 0.3910
O -3.2820 -2.4687 -3.8508 0.7901 0.2660 0.2862
C -2.3260 -1.8568 -3.1063 0.1012 -0.2032 0.1258
C -2.7242 -1.2451 -1.8776 0.1100 -0.4507 -0.8415
C -1.7776 -0.7033 -1.0406 0.2293 0.1039 0.0715
C -0.3829 -0.7433 -1.3540 -0.5029 -0.1834 -0.7275
C 0.5749 -0.2821 -0.4170 0.9875 -0.3236 -0.7079
C 1.9591 -0.5958 -0.4370 0.0080 -0.4541 0.0203
C 2.8463 0.1945 0.3481 0.2418 0.2686 -0.0132
C 4.2029 0.0281 0.2517 0.1614 -0.9376 -0.7487
C 4.7428 -0.9690 -0.6016 0.2305 0.5935 0.4274
O 6.1038 -1.0097 -0.6132 -1.5471 0.3975 0.3278
C 6.5747 0.0440 0.3114 0.3653 -0.0651 -0.0805
C 5.3424 0.7278 0.9152 0.0149 0.3213 0.3682
C 3.8966 -1.8285 -1.3244 0.5859 -0.1802 -0.0511
C 2.5394 -1.6698 -1.1991 -0.2726 0.3602 -0.2074
C -0.0336 -1.2441 -2.6459 -0.1242 -0.1180 0.4659
C -0.9626 -1.8148 -3.4873 -0.4096 -0.1359 -0.1091
H -3.8145 -3.6753 -5.3789 0.1360 0.0361 0.0051
H -2.4183 -2.6249 -5.7723 -0.1494 -0.0852 0.1794
H -2.1952 -4.0606 -4.7166 -0.1682 0.2054 0.0333
H -3.7821 -1.2538 -1.6317 0.1943 0.0550 0.0510
H -2.0886 -0.2590 -0.0936 0.0661 -0.0899 -0.1763
H 0.2434 0.4142 0.3475 -0.1031 0.0163 0.0823
H 2.4499 0.9634 1.0043 -0.2241 0.1070 0.1423
H 7.1958 -0.4421 1.0733 -0.1479 0.0365 -0.3240
H 7.1919 0.7429 -0.2670 -0.1488 -0.3406 0.0564
H 5.3313 1.8012 0.7010 0.0026 -0.1634 0.1308
H 5.3034 0.5894 2.0009 -0.0010 0.1418 -0.1724
H 4.3428 -2.5969 -1.9535 -0.2359 0.0497 0.2085
H 1.8861 -2.3635 -1.7217 0.2262 0.0373 0.2900
H 0.9935 -1.1899 -2.9852 -0.1952 0.1705 -0.0117
H -0.6390 -2.2445 -4.4402 -0.1517 0.3064 0.3865
```
Forces are in eV/Å.

Löwdin population analysis, charges in e, atoms 1 to 5: -0.088, -0.406, -0.106, -0.067, -0.203

---

Q: Which of these has the highest E?
A: C24H20N2O4

---

Q: Among the records above, which one has the highest E?
A: C24H20N2O4

---

Q: Which formula does entry 4 have?
A: C24H20N2O4